P | Computed, not measured: a 2-piece molecular cluster, C2H2OS2 overall, with ωB97M-V/def2-TZVPD.

```
7
C2H2OS2 (ωB97M-V/def2-TZVPD)
H -0.111 -0.863 -1.809
C -1.335 1.147 2.582
C 0.929 -0.766 -1.951
S -2.168 0.012 1.945
S 1.924 -0.510 -0.749
O -0.542 1.868 3.052
H 1.303 -0.887 -3.070
```

As for the spin multiplicity: 1. As for the LUMO energy: -0.012 hartree. Its SMILES is O=C=S.C=S. The highest occupied orbital energy is -8.94 eV. As for the HOMO-LUMO gap: 8.60 eV.

Population analysis type Löwdin, resulting atomic charges in e: H -0.034; C -0.876; C -0.629; S 0.781; S 0.616; O 0.089; H 0.053



Q | Computed, not measured: a 2-piece molecular cluster, C2H2OS2 overall, with ωB97M-V/def2-TZVPD.

```
7
C2H2OS2 (ωB97M-V/def2-TZVPD)
C 0.101 -0.630 1.545
O -0.943 1.186 -1.951
C 0.764 -1.304 0.825
H -0.110 0.281 2.165
S 0.556 1.139 -2.495
S -1.477 1.494 -0.523
H 1.109 -2.165 0.435
```

As for the spin multiplicity: 1. As for the LUMO energy (alpha / beta): -0.102 / -0.102 hartree. The highest occupied orbital energy (alpha / beta) is -9.28 / -9.29 eV. As for the HOMO-LUMO gap (alpha / beta): 6.51 / 6.52 eV.

Population analysis type Löwdin, resulting atomic charges in e: C -0.051; O -1.282; C -0.003; H 0.052; S 0.625; S 0.670; H -0.012



Most stable one: P, least stable one: Q.



P | Computed, not measured: C2H2OS2 as an isolated structure, with ωB97M-V/def2-TZVPD.

```
7
C2H2OS2 (ωB97M-V/def2-TZVPD)
S 0.016 -1.787 0.150
C -0.277 -0.131 0.093
H 1.038 1.630 0.655
H -1.482 0.244 -1.491
C 0.785 0.615 0.357
O -1.854 0.304 -0.617
S 1.774 -0.873 0.854
```

As for the spin multiplicity: 1. As for the LUMO energy: -0.011 hartree. The highest occupied orbital energy is -9.53 eV. As for the HOMO-LUMO gap: 9.24 eV.

Population analysis type Löwdin, resulting atomic charges in e: S 0.660; C -0.755; H 0.079; H 0.007; C -0.404; O -0.134; S 0.548



Q | Computed, not measured: C2H2OS2 as an isolated structure, with ωB97M-V/def2-TZVPD.

```
7
C2H2OS2 (ωB97M-V/def2-TZVPD)
S 0.465 -2.648 1.048
C 0.127 -0.299 0.718
O -0.099 1.067 0.377
H -0.019 1.458 1.286
C 0.448 -1.291 -0.076
H 0.504 -1.296 -1.233
S -0.111 -1.058 2.302
```

As for the spin multiplicity: 1. As for the LUMO energy: -0.011 hartree. The highest occupied orbital energy is -8.67 eV. As for the HOMO-LUMO gap: 8.38 eV.

Population analysis type Löwdin, resulting atomic charges in e: S 0.559; C -0.828; O -0.029; H 0.103; C -0.539; H 0.123; S 0.611



R | Computed, not measured: a 2-piece molecular cluster, C2H2OS2 overall, with ωB97M-V/def2-TZVPD.

```
7
C2H2OS2 (ωB97M-V/def2-TZVPD)
S -2.900 0.768 1.040
C 0.680 -0.112 0.413
O -2.353 2.243 1.504
C 0.142 0.192 -0.598
H 1.131 -0.484 1.276
H -0.458 0.468 -1.456
S -1.476 3.408 0.893
```

As for the spin multiplicity: 1. As for the LUMO energy (alpha / beta): -0.104 / -0.105 hartree. The highest occupied orbital energy (alpha / beta) is -9.17 / -9.18 eV. As for the HOMO-LUMO gap (alpha / beta): 6.35 / 6.32 eV.

Population analysis type Löwdin, resulting atomic charges in e: S 0.633; C -0.015; O -1.283; C -0.044; H 0.009; H 0.034; S 0.667



S | Computed, not measured: a 2-piece molecular cluster, C2H2OS2 overall, with ωB97M-V/def2-TZVPD.

```
7
C2H2OS2 (ωB97M-V/def2-TZVPD)
O -1.407 -2.582 1.186
S -1.996 -0.226 -0.075
H 1.008 2.224 -0.649
C -1.671 -1.564 0.631
S 1.686 0.419 0.834
C 1.180 1.182 -0.543
H 1.201 0.546 -1.383
```

As for the spin multiplicity: 1. As for the LUMO energy: -0.027 hartree. Its SMILES is O=C=S.C=S. The highest occupied orbital energy is -9.03 eV. As for the HOMO-LUMO gap: 8.30 eV.

Population analysis type Löwdin, resulting atomic charges in e: O 0.078; S 0.784; H -0.006; C -0.851; S 0.570; C -0.545; H -0.029



Most stable one: S, least stable one: R.



P | Computed, not measured: C28H29N3O8S4V as an isolated structure, with ωB97M-V/def2-TZVPD.

```
73
C28H29N3O8S4V (ωB97M-V/def2-TZVPD)
H 2.480 2.823 -1.092
O -0.722 -2.722 0.940
C -2.940 2.852 -0.329
C 3.679 -1.112 -1.313
C 1.738 -1.717 4.052
O -4.536 2.374 -1.910
S 2.450 -0.634 2.853
H -4.763 -0.481 3.321
H -3.754 -1.960 -0.169
C -2.879 -0.271 2.327
H -2.819 6.179 0.266
S 2.544 -3.012 4.703
H -4.255 -2.684 1.360
C 5.976 -1.772 -1.131
H 1.613 -4.947 0.102
S 1.751 -2.153 0.351
O -2.291 1.361 3.815
H -0.626 2.479 -3.414
H 4.131 -3.239 1.293
N -1.144 -1.639 1.457
C -4.358 0.074 2.473
H -0.145 4.210 -1.831
H -1.445 1.810 3.975
H 1.086 2.090 -3.630
C 5.684 -2.596 -0.056
H 6.996 -1.698 -1.515
C -0.092 2.989 2.324
S 0.051 -1.386 4.344
N -3.629 1.951 -1.111
O 1.114 -0.820 0.221
C 0.819 -5.345 -1.883
C -2.536 5.139 0.365
C 3.414 -1.948 -0.251
C 0.328 -4.757 -3.036
C -1.555 4.735 1.265
C -2.429 -1.432 1.476
H -4.009 4.534 -1.077
H 1.397 4.299 -2.714
H -1.066 5.451 1.919
C 0.195 1.331 -1.771
C -3.225 4.219 -0.413
H 0.859 -6.417 -1.770
C 0.740 3.641 -2.135
H -0.019 -5.388 -3.848
C -1.916 2.448 0.558
N -1.905 0.327 2.927
C -1.246 3.370 1.369
C 4.979 -1.031 -1.770
C 1.425 3.078 -0.907
H 5.216 -0.393 -2.618
H 0.771 0.440 -2.013
H -4.450 1.129 2.724
C -3.395 -2.392 0.768
C 4.398 -2.656 0.423
C 0.183 -3.382 -3.146
O -3.389 0.691 -0.982
V 0.235 -0.198 2.353
C 0.320 2.366 -2.886
H 1.380 3.716 -0.029
O 0.367 1.775 2.223
C 0.586 -2.573 -2.093
H -0.822 1.015 -1.580
H -4.914 -0.151 1.563
H 2.862 -0.582 -1.781
H 6.483 -3.167 0.424
C 1.153 -3.163 -0.985
O 0.695 1.915 -0.597
H -1.677 1.409 0.611
C 1.229 -4.540 -0.832
H 0.459 -1.503 -2.138
H -0.261 -2.944 -4.043
H -2.830 -3.301 0.530
O 0.259 3.884 3.124
```

As for the spin multiplicity: 4. As for the LUMO energy (alpha / beta): 0.150 / 0.150 hartree. The highest occupied orbital energy (alpha / beta) is -0.16 / -2.69 eV. As for the HOMO-LUMO gap (alpha / beta): 4.23 / 6.77 eV. The total charge is -2.

Population analysis type Löwdin, resulting atomic charges in e: H 0.118; O -0.209; C -0.194; C -0.056; C -1.739; O -0.145; S 0.520; H 0.082; H 0.073; C -0.240; H 0.082; S 0.394; H 0.061; C -0.102; H 0.119; S 0.942; O -0.028; H 0.107; H 0.108; N -0.196; C 0.000; H 0.109; H 0.084; H 0.102; C -0.095; H 0.094; C -0.558; S 0.542; N -0.419; O -0.553; C -0.093; C -0.114; C -0.365; C -0.111; C -0.066; C -0.242; H 0.087; H 0.101; H 0.098; C -0.206; C -0.041; H 0.094; C -0.155; H 0.092; C 0.034; N -0.095; C -0.132; C -0.080; C -0.200; H 0.100; H 0.072; H 0.076; C -0.024; C -0.085; C -0.071; O -0.127; V 0.557; C -0.143; H 0.119; O -0.183; C -0.052; H 0.110; H 0.080; H 0.105; H 0.104; C -0.362; O -0.158; H 0.088; C -0.070; H 0.090; H 0.106; H 0.063; O -0.001



Q | Computed, not measured: C28H29N3O8S4V as an isolated structure, with ωB97M-V/def2-TZVPD.

```
73
C28H29N3O8S4V (ωB97M-V/def2-TZVPD)
H 1.015 6.801 -3.445
H -1.152 -3.596 0.121
V 0.394 -0.816 0.454
C 2.078 1.930 -5.685
H 1.419 2.477 -1.107
C 2.850 1.198 -3.475
H -1.729 1.037 -0.604
C -3.092 -1.564 2.556
C -0.481 -3.705 0.992
C 0.722 3.544 -2.838
O -1.461 -1.383 0.268
S 1.181 -1.307 -1.870
C 1.841 -3.495 1.182
C -1.382 2.560 2.508
H 2.267 6.682 -1.332
C 2.007 4.577 -1.097
O 0.652 -2.841 0.827
H 1.763 -5.081 -0.321
C -0.102 0.468 3.085
C 3.338 1.603 -6.234
C -5.166 -2.620 3.237
H 0.150 4.686 -4.501
O -4.220 -2.491 5.810
H -6.663 -2.872 1.743
H 1.286 2.311 -6.303
H 3.536 1.761 -7.306
H -5.202 -1.968 -0.115
N -3.465 -2.037 4.898
H -2.124 2.768 1.741
O 0.937 -1.506 3.242
H 2.050 -3.338 2.222
C 4.391 1.189 -5.392
C 0.065 -5.143 1.090
O -0.631 2.432 -4.774
O -1.127 1.692 -0.123
C -3.601 -1.515 1.237
C 1.872 1.686 -4.307
C -2.687 -0.999 0.136
H -0.762 3.416 2.639
C 0.597 4.732 -3.523
C 1.550 -4.945 0.770
H -0.104 -5.582 2.068
C -0.623 1.328 2.099
H 2.204 -5.623 1.258
C 4.121 1.033 -4.036
S 2.671 -0.123 0.266
C -3.871 -2.114 3.578
O -3.049 -0.266 -0.812
C 2.744 -1.111 -1.194
O -2.452 -1.320 5.175
H 1.109 0.756 4.788
H 2.558 4.455 -0.154
H 5.394 1.055 -5.794
H 2.686 1.024 -2.401
H -1.892 2.334 3.481
H -0.303 1.734 4.855
H -5.849 -2.844 4.050
C 1.845 5.759 -1.768
H 4.922 0.699 -3.369
H 2.673 -3.134 0.557
N 0.304 -0.685 2.559
S 0.242 2.064 -3.635
C 1.119 5.859 -2.959
S 4.118 -1.780 -1.802
H -1.004 -3.393 1.881
C 1.412 3.442 -1.643
C 0.037 0.730 4.553
N -0.465 0.926 0.862
C -5.612 -2.589 1.926
C -4.837 -2.044 0.903
H -2.133 -1.116 2.744
H -0.448 -5.808 0.374
H -0.428 0.004 5.189
```

As for the spin multiplicity: 4. As for the LUMO energy (alpha / beta): 0.146 / 0.146 hartree. The highest occupied orbital energy (alpha / beta) is -0.25 / -2.87 eV. As for the HOMO-LUMO gap (alpha / beta): 4.24 / 6.86 eV. The total charge is -2.

Population analysis type Löwdin, resulting atomic charges in e: H 0.088; H 0.133; V 0.606; C -0.063; H 0.096; C -0.111; H 0.087; C 0.046; C -0.147; C -0.389; O -0.183; S 0.515; C -0.190; C 0.005; H 0.102; C -0.073; O -0.313; H 0.129; C -0.287; C -0.093; C -0.030; H 0.105; O -0.132; H 0.092; H 0.091; H 0.093; H 0.101; N -0.435; H 0.077; O -0.072; H 0.112; C -0.094; C -0.134; O -0.520; O -0.069; C -0.131; C -0.350; C -0.515; H 0.073; C -0.080; C -0.143; H 0.104; C -0.253; H 0.088; C -0.090; S 0.475; C -0.184; O 0.012; C -1.820; O -0.111; H 0.078; H 0.116; H 0.093; H 0.056; H 0.099; H 0.071; H 0.090; C -0.106; H 0.087; H 0.096; N -0.182; S 0.993; C -0.089; S 0.437; H 0.118; C -0.075; C -0.027; N -0.123; C -0.122; C -0.076; H 0.089; H 0.108; H 0.054



Most stable one: Q, least stable one: P.



P | Computed, not measured: an isolated ion of composition H2NO2S and charge -1, with ωB97M-V/def2-TZVPD.

```
6
H2NO2S (ωB97M-V/def2-TZVPD)
H 0.154 -1.241 -0.439
O 0.884 -0.845 -0.051
H 1.293 1.157 0.119
O -0.735 0.815 -0.259
N 0.386 0.503 0.373
S -1.982 -0.388 0.256
```

As for the spin multiplicity: 1. As for the LUMO energy: 0.156 hartree. Its SMILES is ONO[S-]. The highest occupied orbital energy is -2.61 eV. As for the HOMO-LUMO gap: 6.87 eV. The total charge is -1.

Population analysis type Löwdin, resulting atomic charges in e: H -0.081; O -0.183; H 0.149; O -0.741; N -0.295; S 0.151



Q | Computed, not measured: H2NO2S as an isolated structure, with ωB97M-V/def2-TZVPD.

```
6
H2NO2S (ωB97M-V/def2-TZVPD)
H 0.191 1.626 1.148
H -0.335 -1.383 -1.294
O 0.994 -0.095 -0.118
N -0.665 -0.851 -0.351
S 1.331 0.661 1.249
O -1.516 0.042 -0.634
```

As for the spin multiplicity: 1. As for the LUMO energy: 0.150 hartree. The highest occupied orbital energy is -2.46 eV. As for the HOMO-LUMO gap: 6.55 eV. The total charge is -1.

Population analysis type Löwdin, resulting atomic charges in e: H -0.124; H 0.074; O -0.893; N -0.201; S 0.443; O -0.298



Most stable one: Q, least stable one: P.



P | Computed, not measured: CH3BrO3S in the gas phase, with ωB97M-V/def2-TZVPD.

```
9
CH3BrO3S (ωB97M-V/def2-TZVPD)
S 1.163 0.117 0.351
H -1.311 -0.543 -1.580
C -1.135 -0.154 -0.567
Br 0.482 -0.032 2.386
O 2.401 -0.546 0.216
H -0.961 0.851 -0.447
O 0.926 1.662 -0.068
O 0.131 -0.751 -0.408
H -1.697 -0.604 0.118
```

As for the spin multiplicity: 1. As for the LUMO energy: -0.015 hartree. Its SMILES is COS(=O)(=O)Br. The highest occupied orbital energy is -11.11 eV. As for the HOMO-LUMO gap: 10.69 eV.

Population analysis type Löwdin, resulting atomic charges in e: S 0.340; H 0.128; C -0.078; Br 0.559; O -0.297; H 0.045; O -0.405; O -0.339; H 0.046



Q | Computed, not measured: a 3-piece molecular cluster, CH3BrO3S overall, with ωB97M-V/def2-TZVPD.

```
9
CH3BrO3S (ωB97M-V/def2-TZVPD)
O -1.977 -0.246 -0.453
O 1.689 1.196 0.088
H -1.975 -1.062 1.336
Br 3.381 -1.789 -0.293
O 0.934 3.285 -0.935
H -3.087 -1.745 -0.015
H 2.807 -0.636 0.172
S 0.589 2.091 -0.211
C -2.361 -1.095 0.311
```

As for the spin multiplicity: 1. As for the LUMO energy: -0.047 hartree. The highest occupied orbital energy is -10.68 eV. As for the HOMO-LUMO gap: 9.40 eV.

Population analysis type Löwdin, resulting atomic charges in e: O -0.030; O -0.475; H 0.087; Br 0.369; O -0.419; H 0.052; H -0.386; S 0.909; C -0.107



Most stable one: Q, least stable one: P.



P | Computed, not measured: C6H8FN as an isolated structure, with ωB97M-V/def2-TZVPD.

```
16
C6H8FN (ωB97M-V/def2-TZVPD)
H 0.586 -0.256 2.088
C 0.475 0.016 0.980
N 0.057 -0.887 -0.065
C 0.446 -0.019 -1.072
H 2.294 1.149 -0.456
H -1.682 -1.723 1.077
H 0.498 -0.515 -1.977
H -0.847 2.156 -1.275
C -1.376 -1.367 0.073
H -0.643 2.063 1.492
F 2.639 -0.682 0.101
C 1.681 0.175 -0.020
H -1.600 -2.401 -0.563
C -0.208 1.437 -0.590
C -0.321 1.399 0.672
H -1.999 -0.545 -0.465
```

As for the spin multiplicity: 1. As for the LUMO energy: 0.040 hartree. The highest occupied orbital energy is -8.83 eV. As for the HOMO-LUMO gap: 9.93 eV.

Population analysis type Löwdin, resulting atomic charges in e: H 0.160; C -0.178; N -0.212; C -0.152; H 0.184; H 0.069; H 0.117; H 0.132; C -0.058; H 0.111; F 0.066; C -0.301; H 0.114; C -0.087; C -0.063; H 0.096



Q | Computed, not measured: C6H8FN as an isolated structure, with ωB97M-V/def2-TZVPD.

```
16
C6H8FN (ωB97M-V/def2-TZVPD)
H 2.258 1.500 0.226
H 0.878 2.222 -0.700
C -0.843 -1.193 0.567
C 0.406 0.558 0.894
C -0.159 -0.802 -0.762
F 2.104 -1.094 -0.037
H -2.354 0.055 -0.864
H -1.694 -1.937 0.404
C -1.228 0.337 -0.697
H -0.107 -1.579 1.326
C 1.194 1.287 -0.133
N -1.053 0.286 0.743
H -1.141 1.351 -1.103
H 0.679 0.491 1.971
H -0.001 -1.329 -1.643
C 1.061 -0.153 -0.192
```

As for the spin multiplicity: 1. As for the LUMO energy: 0.040 hartree. The highest occupied orbital energy is -9.24 eV. As for the HOMO-LUMO gap: 10.33 eV.

Population analysis type Löwdin, resulting atomic charges in e: H 0.144; H 0.133; C -0.118; C -0.233; C -0.140; F 0.030; H 0.151; H 0.139; C -0.151; H 0.129; C -0.017; N -0.046; H 0.107; H 0.168; H 0.117; C -0.412



Most stable one: Q, least stable one: P.



P | Computed, not measured: C6H8FN in the gas phase, with ωB97M-V/def2-TZVPD.

```
16
C6H8FN (ωB97M-V/def2-TZVPD)
C 0.952 0.991 -0.189
H 2.036 -0.554 0.661
H 1.886 1.446 -0.049
H -3.063 -1.136 -1.131
C -1.179 0.675 0.937
H 0.011 -1.576 -1.386
C 0.412 -1.438 -0.451
C -1.753 -0.144 0.034
F 0.182 -2.481 0.419
C 0.008 1.306 0.858
H 2.251 -0.487 -1.062
H 0.712 1.227 -1.206
N -2.691 -0.270 -0.735
H 0.506 2.033 1.591
C 1.462 -0.482 -0.252
H -1.732 0.889 1.962
```

As for the spin multiplicity: 1. As for the LUMO energy (alpha / beta): 0.007 / 0.014 hartree. The highest occupied orbital energy (alpha / beta) is -7.44 / -6.80 eV. As for the HOMO-LUMO gap (alpha / beta): 7.63 / 7.18 eV.

Population analysis type Löwdin, resulting atomic charges in e: C -0.238; H 0.117; H 0.084; H 0.075; C -0.139; H 0.082; C -0.143; C -0.197; F -0.021; C -0.124; H 0.136; H 0.111; N 0.150; H 0.135; C -0.186; H 0.159



Q | Computed, not measured: a 2-piece molecular cluster, C6H8FN overall, with ωB97M-V/def2-TZVPD.

```
16
C6H8FN (ωB97M-V/def2-TZVPD)
H 1.226 2.778 0.766
H -3.710 0.321 -1.309
H 0.498 -2.136 -1.374
C 1.122 0.531 -0.138
F -0.113 1.063 1.769
C 0.559 0.142 1.166
C -0.074 -0.308 -0.076
C -1.404 0.072 -0.614
H 2.067 0.074 -0.428
N 0.991 1.905 -0.340
H 1.084 -2.021 0.368
H -0.179 2.139 -0.788
H -0.603 -2.297 0.444
C -2.510 0.269 -1.150
C 0.191 -1.846 -0.213
H 0.856 -0.686 1.915
```

As for the spin multiplicity: 1. As for the LUMO energy: 0.028 hartree. The highest occupied orbital energy is -8.88 eV. As for the HOMO-LUMO gap: 9.63 eV.

Population analysis type Löwdin, resulting atomic charges in e: H 0.251; H 0.098; H 0.153; C -0.377; F 0.054; C -0.339; C -0.438; C -0.085; H 0.145; N -0.034; H 0.044; H 0.187; H 0.104; C 0.088; C -0.034; H 0.182



Most stable one: P, least stable one: Q.